# 1
Molecular formula: C51H47BrEuN3O6S2Sb
Method: DFT, ωB97M-V with the def2-TZVPD basis set

Geometry as XYZ:
```
112
C51H47BrEuN3O6S2Sb (ωB97M-V with the def2-TZVPD basis set)
Eu 0.878 -1.469 -0.373
Br -0.612 -3.271 1.562
C -1.267 -4.526 0.278
C -1.932 -5.578 0.827
C -2.464 -6.585 -0.023
C -2.308 -6.483 -1.377
C -1.615 -5.374 -1.957
C -1.460 -5.264 -3.371
C -0.774 -4.197 -3.894
C -0.227 -3.195 -3.041
C -0.348 -3.212 -1.671
C -1.053 -4.342 -1.135
H -2.046 -5.648 1.906
H -2.988 -7.437 0.416
H -2.705 -7.254 -2.040
H -1.888 -6.039 -4.013
H -0.653 -4.116 -4.976
H 0.300 -2.367 -3.519
O 6.280 -1.361 4.846
C 5.252 -0.634 4.829
O 4.823 0.183 5.713
C 4.364 -0.732 3.594
C 3.594 0.358 3.223
C 2.674 0.223 2.204
N 2.459 -0.914 1.547
C 3.273 -1.942 1.813
C 4.235 -1.885 2.824
C 3.132 -3.200 0.931
O 3.865 -4.160 1.198
O 2.270 -3.110 -0.017
H 3.691 1.290 3.769
H 2.057 1.050 1.903
H 4.856 -2.751 3.011
C 4.215 1.579 -6.045
C 3.496 0.312 -5.587
N 3.787 -0.057 -4.203
C 5.035 -0.786 -3.965
C 6.215 0.085 -3.536
C 2.878 0.178 -3.178
S 3.276 -0.254 -1.577
N 1.760 0.840 -3.592
C 0.578 0.730 -2.976
O 0.238 -0.072 -2.104
C -0.537 1.637 -3.499
C -0.463 2.297 -4.725
C -1.534 3.068 -5.185
C -2.691 3.190 -4.421
C -2.768 2.539 -3.191
C -1.698 1.768 -2.734
H 3.838 1.897 -7.029
H 5.299 1.428 -6.133
H 4.033 2.388 -5.325
H 3.776 -0.528 -6.227
H 2.433 0.455 -5.672
H 5.272 -1.318 -4.889
H 4.847 -1.519 -3.193
H 6.422 0.882 -4.261
H 7.122 -0.530 -3.432
H 5.996 0.539 -2.564
H 0.446 2.193 -5.311
H -1.464 3.572 -6.147
H -3.528 3.787 -4.782
H -3.671 2.625 -2.587
H -1.739 1.252 -1.774
C -4.751 -1.334 -0.095
C -4.449 -1.002 -1.563
C -3.008 -1.487 -1.710
O -2.444 -1.436 -0.391
C -3.410 -1.034 0.549
H -4.996 -2.396 0.011
H -5.562 -0.738 0.340
H -4.517 0.080 -1.729
H -5.118 -1.502 -2.271
H -2.402 -0.875 -2.375
H -2.961 -2.512 -2.069
H -3.313 0.033 0.749
H -3.228 -1.572 1.475
S -0.389 0.930 0.623
Sb -0.815 1.934 2.620
C 0.673 1.909 4.094
C 1.128 0.637 4.452
C 2.200 0.500 5.322
C 2.814 1.630 5.850
C 2.352 2.898 5.514
C 1.285 3.047 4.629
C -1.510 3.884 2.149
C -0.925 5.092 2.545
C -1.402 6.303 2.044
C -2.463 6.314 1.149
C -3.042 5.115 0.741
C -2.566 3.905 1.232
C -2.494 1.140 3.623
C -3.646 1.902 3.830
C -4.768 1.325 4.424
C -4.740 -0.010 4.814
C -3.591 -0.771 4.617
C -2.471 -0.200 4.022
H 0.702 -0.252 3.996
H 2.615 -0.482 5.529
H 3.685 1.510 6.488
H 2.846 3.780 5.912
H 0.963 4.040 4.356
H -0.085 5.108 3.227
H -0.935 7.235 2.349
H -2.832 7.256 0.756
H -3.854 5.120 0.020
H -2.994 2.972 0.873
H -3.677 2.943 3.525
H -5.664 1.920 4.580
H -5.618 -0.462 5.270
H -3.568 -1.817 4.914
H -1.590 -0.815 3.847
```

## Properties
LUMO energy (alpha / beta) (hartree): 0.127 / 0.127
2S+1: 8
Orbital gap (alpha / beta) (eV): 3.84 / 5.93
E_tot (Ha): -6908.40775
Charge: -2

=====

# 2
Molecular formula: C51H47CoF2N12OP
Method: DFT, ωB97M-V with the def2-TZVPD basis set

Geometry as XYZ:
```
115
C51H47CoF2N12OP (ωB97M-V with the def2-TZVPD basis set)
Co -0.103 -0.060 -0.083
O 0.286 -0.359 2.568
C -0.550 0.015 1.794
C -1.781 0.734 2.304
C -2.230 0.400 3.576
C -3.305 1.075 4.130
C -3.910 2.108 3.425
C -3.450 2.453 2.164
C -2.389 1.764 1.582
P -1.724 2.116 -0.085
C -3.126 2.956 -0.897
C -3.001 4.188 -1.537
C -4.075 4.740 -2.222
C -5.289 4.074 -2.276
C -5.422 2.843 -1.648
C -4.349 2.288 -0.972
C -0.391 3.379 0.149
C -0.775 4.704 0.686
C -0.055 5.836 0.341
C 0.992 5.810 -0.556
C 1.383 4.564 -1.261
C 0.374 3.414 -1.194
H -1.726 -0.392 4.112
H -3.667 0.802 5.111
H -4.741 2.647 3.859
H -3.931 3.256 1.618
H -2.067 4.733 -1.500
H -3.959 5.700 -2.707
H -6.126 4.510 -2.804
H -6.362 2.310 -1.685
H -4.480 1.326 -0.488
H -1.569 4.769 1.420
H -0.314 6.776 0.813
H 1.563 6.712 -0.734
H 1.655 4.790 -2.295
H -0.264 3.282 -2.072
F -4.922 -1.779 -0.918
C -3.695 -2.193 -0.517
C -2.719 -1.246 -0.281
C -1.432 -1.605 0.110
C -1.176 -2.979 0.315
C -2.194 -3.886 0.051
F -1.959 -5.210 0.254
C -3.465 -3.543 -0.369
C 0.079 -3.541 0.893
C 0.845 -4.491 0.217
C 1.981 -4.991 0.819
C 2.309 -4.554 2.095
C 1.457 -3.649 2.706
N 0.370 -3.157 2.128
H -2.984 -0.206 -0.465
H -4.226 -4.289 -0.539
H 0.547 -4.827 -0.766
H 2.598 -5.719 0.308
H 3.182 -4.926 2.613
H 1.647 -3.308 3.718
C 6.240 -2.578 1.002
C 5.997 -1.293 1.785
C 5.206 -1.565 3.059
C 5.329 -0.222 0.928
N 4.072 -0.656 0.333
C 2.832 -0.626 0.816
N 2.018 -1.088 -0.105
N 2.793 -1.415 -1.151
N 4.021 -1.170 -0.902
H 6.837 -3.273 1.592
H 6.764 -2.389 0.065
H 5.296 -3.070 0.760
H 6.967 -0.869 2.066
H 4.261 -2.056 2.828
H 4.986 -0.646 3.604
H 5.762 -2.224 3.726
H 5.967 0.073 0.094
H 5.107 0.667 1.521
H 2.537 -0.240 1.772
C 0.557 -2.668 -2.732
C 0.088 -1.316 -3.113
N -0.333 -0.387 -2.284
C -0.847 0.627 -3.071
C -0.703 0.314 -4.379
N -0.100 -0.926 -4.401
C 0.362 -1.607 -5.587
N 1.446 -0.886 -6.203
N 1.348 -0.509 -7.498
N 2.400 0.120 -7.848
C 3.241 0.189 -6.758
C 4.497 0.791 -6.619
C 5.090 0.719 -5.383
C 4.459 0.069 -4.298
C 3.230 -0.535 -4.421
C 2.635 -0.461 -5.686
H 0.739 -2.690 -1.666
H 1.484 -2.950 -3.232
H -0.214 -3.403 -2.974
H -1.292 1.506 -2.643
H -0.950 0.842 -5.280
H -0.429 -1.663 -6.336
H 0.666 -2.617 -5.308
H 4.964 1.294 -7.454
H 6.057 1.177 -5.227
H 4.942 0.052 -3.331
H 2.769 -1.007 -3.567
N 2.101 1.606 -2.022
C 1.532 2.372 -0.942
C 2.480 3.614 -0.631
C 2.692 3.838 0.821
C 1.745 3.405 1.639
C 0.625 2.569 1.072
N 1.139 1.551 0.164
H 2.021 2.087 -2.911
H 1.623 0.717 -2.112
H 3.409 3.583 -1.199
H 3.563 4.375 1.175
H 1.778 3.577 2.707
H 0.094 2.150 1.921
```

## Properties
LUMO energy (alpha / beta) (hartree): 0.019 / 0.000
2S+1: 4
Orbital gap (alpha / beta) (eV): 7.22 / 7.08
E_tot (Ha): -4627.66639

=====

> The lowest E_tot belongs to which entry?

C51H47BrEuN3O6S2Sb